1.
DFT (ωB97M-V/def2-TZVPD) results for a structure of composition C38H58MnN3PS3Si2Te at a distorted geometry.

Atoms and positions in Å:
1 C -5.2016 3.5075 -1.6365
2 C 2.9408 0.5561 -0.2365
3 H 0.3440 -1.2688 4.7861
4 H 2.7977 -5.7480 -2.9062
5 C 0.9945 -3.1691 -2.6326
6 H 1.4778 -5.3743 -4.0198
7 H -1.0893 2.3777 3.2901
8 C -1.3143 3.4353 -0.8565
9 H -4.7248 2.5644 -1.4185
10 N -3.0183 4.4752 -1.7587
11 H -1.8677 -1.5399 -3.3083
12 H -2.7125 0.7777 -1.4708
13 C -6.5775 3.6143 -1.6734
14 H -1.3587 0.7688 -4.2842
15 H 1.9405 4.1583 5.7420
16 H 0.0856 -0.1460 -3.8638
17 H 6.9373 3.1180 -0.0616
18 H -2.1354 -0.2199 6.3945
19 H -3.4846 0.4023 -3.0198
20 C 3.2238 1.6986 -1.0081
21 H -1.1102 -4.3985 5.6330
22 C 2.2499 -3.6952 -2.9260
23 H -1.8466 -3.9356 -2.1150
24 H -2.5882 -3.9697 6.4662
25 H 2.3369 -1.0711 1.7969
26 H 3.1711 1.2279 5.4377
27 H 1.5982 2.7434 -1.8765
28 C 3.3855 -2.9857 -2.5280
29 Si -2.0115 -2.1863 4.8260
30 N -2.5908 3.5124 -0.9307
31 C 4.7975 1.0751 1.2043
32 H -3.0278 -2.2500 2.5215
33 H 4.3630 -3.3724 -2.7774
34 C -3.1641 -2.8152 3.4418
35 C -7.1724 4.8382 -1.9357
36 N 1.8555 -0.2761 -0.5871
37 H -3.6897 -0.9921 6.2249
38 C 5.0883 2.2086 0.4534
39 H 2.0238 2.0708 1.9037
40 C 3.4220 -0.9880 1.6686
41 H 5.9055 4.1190 0.9492
42 C -2.9393 -0.0230 -2.1791
43 H -0.0592 -4.0274 -0.2139
44 H -7.1783 2.7347 -1.4922
45 Si 1.2116 2.2711 4.2943
46 H -4.2034 -2.7192 3.7402
47 H 4.4783 3.4010 -1.2142
48 P -0.6409 -1.2234 -1.2206
49 C 0.9736 3.7535 5.4606
50 H -0.0482 -2.7722 1.0310
51 C -1.6482 -2.5859 -0.4215
52 H -1.1132 1.3490 4.7158
53 H -1.2495 -4.0784 1.0860
54 S -0.5213 2.3775 0.1912
55 H 6.7851 2.7528 1.6553
56 H 1.6908 0.5395 6.0611
57 C 3.2905 -1.8176 -1.8094
58 C -1.6492 -0.6678 -2.6826
59 H 1.9097 1.1682 -2.6258
60 C 2.3800 2.0505 -2.1927
61 C -2.8055 -0.6848 5.6793
62 H 3.7513 -1.8764 1.1311
63 H -1.0773 -3.2141 6.9195
64 C 2.1008 2.8152 2.6997
65 S -2.2642 6.3242 -3.5802
66 S -0.4821 4.6278 -1.8831
67 C -0.5394 1.6078 3.8301
68 H -2.3386 -2.0482 0.2489
69 C 2.4174 -5.0119 -3.6153
70 H -0.4902 1.1397 -2.7866
71 H 3.8986 -0.9706 2.6435
72 H -8.2474 4.9176 -1.9521
73 C 0.8699 -2.0195 -1.8667
74 H 0.1147 -3.6763 -3.0017
75 H 3.1566 2.9794 2.8909
76 C -2.4664 -3.4750 -1.3534
77 H -4.3937 6.7389 -2.2495
78 H 2.3215 0.0122 4.5044
79 C 4.2807 2.5099 -0.6367
80 H -3.1170 0.0682 4.9628
81 C 2.0312 -1.3423 -1.4144
82 H 5.4082 0.8374 2.0614
83 C 6.2449 3.0980 0.7789
84 Mn 0.2743 0.3881 0.1595
85 H 4.1746 -1.2851 -1.4931
86 C 2.1851 0.8743 5.1528
87 H 0.4038 4.5544 4.9988
88 C -5.0064 5.8646 -2.1110
89 H 0.1431 -2.5034 3.5464
90 H 0.4603 3.4643 6.3722
91 H -3.5898 -0.7448 -1.6872
92 C -0.8021 0.3352 -3.4577
93 C -0.3362 -1.6575 4.0353
94 H 3.1447 -4.9413 -4.4205
95 C -4.4170 4.6347 -1.8571
96 C 3.7399 0.2427 0.8792
97 Te -0.6045 -0.1136 2.5300
98 H -6.8416 6.9162 -2.3465
99 H -2.9165 -4.2681 -0.7600
100 H -3.2669 -2.9272 -1.8437
101 C -6.3861 5.9576 -2.1542
102 C -2.0659 5.1858 -2.4094
103 H 2.9787 2.5454 -2.9527
104 H -2.9908 -3.8638 3.2204
105 H 1.6928 3.7466 2.3170
106 C -0.6923 -3.4194 0.4269
107 C -1.6572 -3.5729 6.0761

Strongest force on any atom ... 2.8 eV Å⁻¹
Charge ... +1
Calculated total energy ... -140977.7080 eV
Frontier orbital gap (spin up / spin down) ... 0.177 / 0.231 Eh
Multiplicity ... 5
<S²> ... 6.1705
E_HOMO (spin up / spin down) ... -9.797 / -9.844 eV
LUMO level (spin up / spin down) ... -4.98 / -3.56 eV

---

2.
DFT (ωB97M-V/def2-TZVPD) results for a structure of composition C20H34AlClN4O6 at a distorted geometry.

Atoms and positions in Å:
1 H 3.1298 0.0923 1.6234
2 H 2.4996 3.7119 -0.0091
3 C 4.9728 -1.1016 3.0299
4 H -1.9275 -1.8824 -2.9789
5 H -0.8138 1.9190 1.6137
6 H -0.3367 -2.2679 -3.7279
7 O 3.3956 -1.6605 -1.5186
8 C 3.0173 -2.0744 4.2415
9 C 0.6318 3.1371 -0.9013
10 H -2.2955 1.6394 -1.1853
11 H -1.5091 3.4821 -5.4854
12 H 0.9955 2.8548 -1.8979
13 C -1.1606 -2.6599 -3.1075
14 C 0.2984 0.6996 -4.7226
15 H 0.9682 -0.0368 -5.1626
16 O -0.4529 -2.2245 0.3473
17 N -3.1529 -0.2567 2.8420
18 N 3.5255 -1.2905 3.1229
19 C -0.2251 1.7405 -5.4861
20 C 0.6054 -3.8179 -1.7910
21 H 0.4136 -4.7923 -2.2652
22 H 5.3318 -0.4526 3.8404
23 H 3.5147 -3.0512 4.2524
24 C 1.4736 4.0988 -0.1054
25 H 1.9409 -2.1917 4.1212
26 O -0.8905 0.1710 -0.7552
27 H 0.3557 -0.2284 -2.7539
28 H -3.6137 1.1022 4.3672
29 N 2.5826 -1.6071 -0.6122
30 C -0.0338 0.5867 -3.3663
31 C 2.6984 -0.7593 2.2168
32 C -1.1416 -2.5298 -0.6697
33 H -2.6493 -0.6966 0.8796
34 H 1.0704 4.2540 0.8968
35 H -1.5973 -3.5373 -3.6059
36 C -1.1803 2.6956 0.9023
37 H -4.7876 -1.4647 3.4125
38 N -0.6237 -3.0370 -1.8078
39 C -4.5290 -0.7131 2.6526
40 C -2.2464 -0.3623 1.8682
41 H 1.5240 5.0446 -0.6293
42 Al 0.3075 -0.3572 0.5562
43 H -1.8675 0.8917 4.0176
44 H -0.9287 3.6626 1.3353
45 C -1.0874 2.6710 -4.8936
46 H 1.3674 -3.2777 -2.3725
47 C -1.4143 2.5639 -3.5437
48 H -2.2370 2.5434 0.8089
49 H -2.7718 -0.3791 4.9081
50 H 5.2040 -0.6372 2.0592
51 H 5.4761 -2.0752 3.0994
52 H -2.2394 -2.3262 -0.7286
53 H 0.9405 -3.9441 -0.7564
54 O 1.4974 -1.1369 1.9967
55 C -0.8792 1.5198 -2.7783
56 Cl 1.4039 1.5819 1.0504
57 O -0.9982 -0.0851 2.0029
58 H 0.0334 1.8277 -6.5414
59 C -1.2015 1.4112 -1.2716
60 O 1.6667 -0.6047 -0.8130
61 H -2.0787 3.2890 -3.0675
62 C -2.8236 0.3817 4.1185
63 H -4.6127 -1.1559 1.6478
64 H 3.2421 -1.5601 5.1894
65 C -0.5559 2.5253 -0.4514
66 H -5.2213 0.1371 2.7420

Strongest force on any atom ... 3.9 eV Å⁻¹
Charge ... 0
Calculated total energy ... -58658.0376 eV
Frontier orbital gap ... 0.246 Eh
E_HOMO ... -6.508 eV
LUMO level ... 0.20 eV

---

3.
DFT (ωB97M-V/def2-TZVPD) results for a structure of composition C38H43As2CoN6Si at a distorted geometry.

Atoms and positions in Å:
1 C -1.3582 -5.4857 1.2707
2 C -0.0909 3.4060 -0.0968
3 H 1.4393 -0.1267 3.8428
4 As -2.4284 -1.4233 -0.9692
5 C 1.1386 2.6323 -6.3668
6 H 1.2863 4.9513 2.3662
7 H -2.7135 -3.9793 -2.3094
8 C 1.1442 0.7104 -4.9270
9 C 1.3970 1.2812 -6.1603
10 C -1.5716 -4.1177 1.4262
11 H 1.3407 3.0749 -7.3354
12 H -6.4915 -5.5876 -1.0850
13 H 2.5404 1.4515 0.4439
14 C -4.5146 1.2635 -3.5183
15 H 1.5492 -3.2005 2.3669
16 C -3.0416 -0.3364 -2.4711
17 H 2.0660 0.7262 1.9915
18 H -1.5662 1.9365 2.1710
19 C 0.9461 -5.2025 1.9046
20 C 0.3692 2.8613 -4.1035
21 C -3.8485 -2.7595 -0.9569
22 H -2.1760 0.1794 -5.7149
23 H -0.3722 1.6383 3.4496
24 H 2.6402 4.2326 1.4735
25 C -0.3622 -1.2955 3.9116
26 H -2.5624 -3.7215 1.2385
27 H -0.7696 2.6917 -0.5747
28 C -1.2699 -1.9673 4.7285
29 C -5.9684 -3.6764 -0.2608
30 H 0.1634 -1.3579 7.7346
31 C -0.1034 -6.0291 1.5052
32 C -4.5817 -4.9045 -1.7952
33 H 2.7085 -5.6282 -1.5482
34 H 1.9246 -5.6219 2.1134
35 H 0.6835 3.6814 -0.8253
36 H -4.4120 -5.7769 -2.4158
37 N 0.0956 0.5208 -1.5876
38 H 0.4229 4.4699 -5.5120
39 C -4.1337 0.5258 -2.4035
40 H 2.2664 3.6761 3.1128
41 C -1.0840 -1.9823 6.1020
42 C 0.3564 0.9284 -2.6197
43 As -0.6422 -1.3508 1.9939
44 H -5.3682 1.9272 -3.4565
45 C 0.6337 1.5058 -3.9014
46 N 2.1217 -3.8156 -1.1725
47 H 1.3359 -0.3420 -4.7508
48 C 0.7330 -3.8406 2.0459
49 C -2.7238 0.2826 -4.7862
50 H 1.7742 -0.1705 6.2843
51 C -3.6319 -3.8941 -1.7395
52 C 0.6245 3.4198 -5.3426
53 H -2.4537 0.6437 0.4080
54 H -5.2134 -1.7854 0.3972
55 N 1.7604 -1.9012 -0.4979
56 C 1.6793 1.1751 1.0674
57 C 0.9207 -0.6753 5.8489
58 C 0.7325 -0.6518 4.4731
59 C -2.9713 -0.3070 0.5490
60 H -0.6654 4.3092 0.1347
61 H -4.0372 -0.0961 0.5286
62 H 3.8308 -1.4734 -0.1213
63 H -2.7260 -0.1966 2.6917
64 H -2.1137 -2.4910 4.2961
65 C 1.8230 4.0136 2.1698
66 C -0.6829 2.3455 2.6766
67 H -4.1070 1.7222 -5.5755
68 H -1.7947 -2.5002 6.7347
69 Co 0.6108 -0.2591 0.1250
70 H 0.0569 -7.0966 1.4026
71 N 1.8844 -5.0666 -1.6887
72 H -0.9944 3.2659 3.1807
73 N 1.1582 -2.9812 -0.9802
74 H 1.0550 -5.4481 -1.2581
75 H -2.1817 -6.1226 0.9692
76 H -6.8806 -3.5889 0.3177
77 C -2.3420 -0.4494 -3.6697
78 H 1.7948 0.6739 -6.9637
79 H -0.0366 3.4561 -3.2925
80 C -5.0214 -2.6585 -0.2167
81 C -3.8091 1.1447 -4.7095
82 Si 0.6936 2.7049 1.4554
83 H -3.1582 -1.7988 2.1282
84 C -2.5642 -0.9164 1.8942
85 H -4.7060 0.6238 -1.4887
86 C 0.0136 -1.3369 6.6626
87 C -0.5281 -3.2869 1.8038
88 C -5.7504 -4.7984 -1.0493
89 C 3.0746 -2.1611 -0.4718
90 N 3.3366 -3.3895 -0.8948
91 H -1.4935 -1.1230 -3.7324

Strongest force on any atom ... 1.3 eV Å⁻¹
Charge ... +1
Calculated total energy ... -216219.4763 eV
Frontier orbital gap (spin up / spin down) ... 0.281 / 0.302 Eh
Multiplicity ... 4
<S²> ... 3.7618
E_HOMO (spin up / spin down) ... -10.051 / -10.942 eV
LUMO level (spin up / spin down) ... -2.40 / -2.73 eV

---

Question: strongest force on any atom of number 3 (C38H43As2CoN6Si)?
Answer: 1.3 eV Å⁻¹